one:
C4H6N2OS in the gas phase, computed with the ωB97M-V functional and the def2-TZVPD basis.

Calculated values
Structure (SMILES): C=CC(=S)N/C=N\O
E_LUMO in Eh: -0.0120
Gap between HOMO and LUMO in eV: 8.43

Element x y z (Å)
1 C -1.155 -1.441 0.044
2 C 1.104 -0.640 -0.054
3 C 1.846 0.661 -0.194
4 C 1.454 1.846 0.268
5 H -3.792 -0.031 0.059
6 H -0.814 -2.493 -0.053
7 H -0.609 0.424 -0.455
8 H 2.755 0.555 -0.763
9 H 0.599 1.992 0.911
10 H 2.070 2.713 0.094
11 N -2.440 -1.278 0.122
12 N -0.202 -0.445 -0.129
13 O -2.871 0.120 0.016
14 S 2.055 -1.982 0.134

Löwdin atomic charge list, values in e, 2 entries:
1 C -0.180
2 C -0.835

***

two:
C4H6N2OS in the gas phase, computed with the ωB97M-V functional and the def2-TZVPD basis.

Calculated values
Structure (SMILES): NC(=O)C1=NCCS1
E_LUMO in Eh: 0.0298
Gap between HOMO and LUMO in eV: 9.52

Element x y z (Å)
1 C -0.502 0.212 0.230
2 C -2.214 -0.274 -0.051
3 C 1.748 -0.170 -0.029
4 C 1.757 1.385 0.010
5 N 0.407 -0.667 0.123
6 N -2.362 -1.558 0.148
7 O -2.985 0.497 -0.529
8 S -0.045 1.857 0.018
9 H 2.260 -0.396 -0.858
10 H 2.337 -0.546 0.747
11 H 2.139 1.946 0.837
12 H 2.208 1.811 -0.937
13 H -1.592 -2.098 0.675
14 H -3.155 -1.998 -0.384

Löwdin atomic charge list, values in e, 2 entries:
1 C -0.529
2 C -0.521

***

three:
C4H6N2OS in the gas phase, computed with the ωB97M-V functional and the def2-TZVPD basis.

Calculated values
Structure (SMILES): Cc1[nH]nc(O)c1S
E_LUMO in Eh: 0.0215
Gap between HOMO and LUMO in eV: 8.81

Element x y z (Å)
1 C 0.907 -2.179 -0.961
2 C 0.191 -0.860 -0.789
3 C -0.412 1.099 -0.142
4 C -0.060 -0.072 0.320
5 H 0.496 -3.131 -0.413
6 H 2.030 -2.066 -0.621
7 H 1.165 -2.704 -1.912
8 H 0.203 -0.253 -2.805
9 H -0.596 3.070 -0.073
10 H -0.264 -1.853 1.947
11 N 0.023 -0.108 -1.860
12 N -0.322 1.118 -1.475
13 O -0.657 2.220 0.585
14 S 0.035 -0.364 1.999

Löwdin atomic charge list, values in e, 2 entries:
1 C -0.055
2 C -0.318

***

Name the least stable of them. one.